{"formula": "C6H17NO4", "method": "ωB97M-V/def2-TZVPD", "elements": ["N", "C", "C", "C", "C", "C", "C", "O", "H", "H", "H", "H", "H", "H", "H", "H", "H", "H", "H", "O", "H", "H", "O", "H", "H", "O", "H", "H"], "positions_angstrom": [[2.4864, -0.7279, -1.7734], [1.3390, -1.4227, -1.4302], [0.2168, -1.4006, -2.1369], [-1.0858, -2.0269, -1.6487], [-2.0662, -1.0685, -0.9661], [-1.6864, -0.2651, 0.2551], [-0.4517, 0.6072, 0.1623], [0.2009, 0.9566, 1.1123], [3.4239, -0.9964, -1.5537], [2.3936, -0.0446, -2.5151], [1.3083, -1.8180, -0.4124], [0.1206, -0.8754, -3.0888], [-1.6092, -2.4525, -2.4948], [-0.7493, -2.8466, -1.0087], [-2.5595, -0.4572, -1.7228], [-2.9203, -1.6934, -0.6749], [-2.5054, 0.3987, 0.5562], [-1.5616, -0.8530, 1.1638], [-0.1601, 0.8486, -0.8788], [-1.4214, 4.2742, 1.6229], [-1.5100, 3.7221, 2.4185], [-0.7172, 3.8337, 1.1333], [-0.9041, 1.4573, 3.9885], [-0.6281, 1.5873, 3.0661], [-1.8566, 1.5974, 3.9686], [4.6083, -0.0989, 1.1736], [4.0260, 0.6405, 0.9853], [4.2692, -0.8761, 0.6988]], "mulliken_charge": [-0.3950, -0.0217, -0.4648, -0.7343, -0.7119, -0.4960, -0.1180, -0.5081, 0.1795, 0.1631, 0.2537, 0.3183, 0.3468, 0.3671, 0.3479, 0.3408, 0.3405, 0.3426, 0.4634, -0.6316, 0.3200, 0.3208, -0.6277, 0.2895, 0.3210, -0.6293, 0.3257, 0.2977], "gap_ev": 9.1, "charge": 0, "relative_energy_kj_mol": 156.65, "energy_ev": -16176.634, "lumo_energy_ev": 0.5859}



{"formula": "C6H17NOS", "method": "ωB97M-V/def2-TZVPD", "elements": ["C", "N", "C", "C", "C", "C", "C", "S", "H", "H", "H", "H", "H", "H", "H", "H", "H", "H", "H", "H", "H", "H", "H", "O", "H", "H"], "positions_angstrom": [[1.9781, 0.5424, -0.3849], [1.1022, -0.5876, -0.5300], [1.8105, -1.7480, -1.0262], [0.3421, -0.8712, 0.6929], [-0.7709, 0.1821, 0.8830], [-2.0816, -0.2778, 0.1979], [-2.0315, -0.1250, -1.3069], [-2.0764, 1.6475, -1.7687], [2.5267, 0.6002, 0.5636], [1.4699, 1.4917, -0.5967], [2.6828, 0.6080, -1.2216], [1.1057, -2.5830, -1.0669], [2.0384, -1.6716, -2.0920], [2.7103, -2.0023, -0.4611], [1.0370, -0.9156, 1.5500], [-0.0229, -1.8974, 0.6341], [-0.3338, 1.1158, 0.5452], [-0.9089, 0.1827, 1.9585], [-2.8446, 0.3557, 0.6473], [-2.1429, -1.3149, 0.5317], [-1.3365, -0.8005, -1.7993], [-2.9622, -0.4843, -1.7645], [-0.7922, 1.7626, -2.1310], [-0.4067, 2.2065, 2.9865], [0.5328, 2.0153, 2.8438], [-0.6253, 2.5685, 2.1155]], "mulliken_charge": [-1.1518, 0.2215, -1.1726, -1.0600, -0.0512, -0.9624, -0.6163, -0.2224, 0.3159, 0.2420, 0.4211, 0.3865, 0.3598, 0.3835, 0.4527, 0.4669, -0.0580, 0.5598, 0.3544, 0.3495, 0.3149, 0.3741, 0.0930, -0.6530, 0.3166, 0.3355], "gap_ev": 9.3, "charge": 0, "relative_energy_kj_mol": 86.78, "energy_ev": -20869.441, "lumo_energy_ev": 0.6571}



{"formula": "C6H17O6", "method": "ωB97M-V/def2-TZVPD", "elements": ["O", "C", "O", "C", "C", "C", "C", "C", "H", "H", "H", "H", "H", "H", "H", "H", "H", "H", "H", "O", "H", "H", "O", "H", "H", "O", "H", "H", "O"], "positions_angstrom": [[-0.4964, -1.5124, -0.1238], [0.0307, -1.7882, -1.2622], [0.7622, -2.6927, -1.7005], [-0.1585, -0.6838, -2.2534], [-0.6008, 0.6189, -1.5536], [0.7601, 1.3831, -1.2544], [1.0839, 2.3794, -2.0707], [1.7198, 0.7864, -0.1173], [-1.0240, -0.9849, -2.8678], [0.7976, -0.5240, -2.7726], [-1.1657, 0.4389, -0.6598], [-1.1637, 1.1586, -2.3151], [0.5661, 2.7511, -2.8912], [2.0231, 2.8966, -1.8117], [2.7786, 1.0675, -0.1963], [1.6295, -0.2955, -0.1749], [1.2582, 1.3324, 0.7153], [0.1142, -0.5935, 2.9608], [-0.9312, -0.1385, 3.7906], [-0.2828, 0.1973, 3.2696], [-2.1583, -2.8280, 0.3353], [-2.3394, -2.1123, -0.8999], [-2.9554, -2.6424, -0.3031], [-0.8608, 3.1961, 1.7184], [-0.9441, 1.9489, 2.5278], [-0.9112, 2.9258, 2.5714], [0.2918, -2.4096, 1.9720], [1.5307, -1.7472, 2.6163], [0.6459, -2.1279, 2.7508]], "mulliken_charge": [-0.7228, 0.4030, -0.7944, -0.5961, -0.5819, 0.4230, -1.0640, -0.7289, 0.4070, 0.3026, 0.3157, 0.3462, 0.3586, 0.2595, 0.3841, 0.1385, 0.1673, 0.4302, 0.2576, -0.6254, 0.3516, 0.3812, -0.7210, 0.2942, 0.3649, -0.6355, 0.3073, 0.3201, -0.7425], "gap_ev": 8.3, "charge": -1, "relative_energy_kj_mol": 232.66, "energy_ev": -18783.258, "lumo_energy_ev": 3.2170}



{"formula": "C6H18BBrNO6P2Pd", "method": "ωB97M-V/def2-TZVPD", "elements": ["C", "C", "C", "N", "B", "C", "Br", "C", "C", "P", "O", "O", "O", "P", "O", "O", "O", "H", "H", "H", "H", "H", "H", "H", "H", "H", "H", "H", "H", "H", "H", "H", "H", "H", "H", "Pd"], "positions_angstrom": [[3.2630, -0.3654, 1.0490], [3.2880, 0.4706, -0.2183], [1.8934, 0.9015, -0.7202], [0.8936, -0.1227, -0.6290], [-0.5423, 0.1064, -0.5194], [-1.2993, -1.3266, -0.6321], [-3.2404, -1.1784, -0.6978], [-0.7952, -2.3178, 0.4605], [-1.7885, -2.7524, 1.5335], [-0.9454, 1.2633, -2.1664], [-0.2237, 0.5601, -3.2173], [-0.4952, 2.7530, -1.9574], [-2.5011, 1.3792, -2.4255], [-0.8960, 1.0049, 1.1905], [-2.1969, 0.6725, 1.7963], [-0.8033, 2.6122, 1.0199], [0.2815, 0.6455, 2.1778], [4.2431, -0.8022, 1.2004], [2.5534, -1.1848, 0.9972], [3.0453, 0.2325, 1.9258], [3.8580, 1.3741, -0.0427], [3.7885, -0.0821, -1.0068], [2.0284, 1.1699, -1.7704], [1.5914, 1.7977, -0.1868], [1.0562, -0.8408, -1.3373], [-1.0346, -1.7245, -1.6058], [-0.5155, -3.2207, -0.0701], [0.0623, -1.9025, 0.9758], [-2.2468, -1.9107, 2.0368], [-1.2158, -3.2905, 2.2851], [-2.5241, -3.4460, 1.1548], [-1.2538, 3.3535, -2.0088], [-2.8285, 0.5479, -2.8026], [-1.6212, 2.9897, 1.4167], [-0.0677, 0.1466, 2.9273], [-2.8107, 2.4868, -0.1327]], "mulliken_charge": [-0.9708, -0.6854, -0.7275, -0.2067, 0.4670, -0.1438, -0.1185, 0.2828, -1.6701, 0.8946, -0.5999, -0.3925, -0.4922, 0.8908, -0.6758, -0.6171, -0.5293, 0.4220, 0.1717, 0.2190, 0.3717, 0.3639, 0.3449, 0.4479, 0.2347, 0.6197, 0.4173, -0.2335, 0.3701, 0.4363, 0.4187, 0.4132, 0.3396, 0.3990, 0.4019, 0.1363], "gap_ev": 4.3, "charge": 1, "energy_ev": -113059.424, "lumo_energy_ev": -8.1962}



{"formula": "C6H18BCl2NOP", "method": "ωB97M-V/def2-TZVPD", "elements": ["C", "C", "C", "N", "P", "B", "C", "O", "H", "H", "H", "H", "H", "H", "H", "H", "H", "H", "H", "H", "H", "H", "Cl", "C", "C", "Cl", "H", "H", "H", "H"], "positions_angstrom": [[0.8903, 0.3249, 2.4120], [0.1539, 0.9206, 1.1819], [-0.3955, -0.2369, 0.3050], [0.3723, -0.4549, -0.9546], [1.5861, -1.6706, -0.8283], [3.3991, -0.9534, -0.7716], [4.3234, -0.9207, 0.5107], [3.8796, -0.4835, -2.0046], [0.1830, -0.3433, 2.9146], [1.7074, -0.3186, 2.0591], [1.2340, 1.0961, 3.0990], [-0.7186, 1.4576, 1.5714], [0.7356, 1.6501, 0.6142], [-0.5297, -1.1321, 0.9272], [-1.4046, 0.0671, -0.0088], [-0.3031, -0.8359, -1.6136], [1.5153, -2.4294, -2.0315], [1.3521, -2.6114, 0.2138], [4.9991, -0.0686, 0.3894], [4.9057, -1.8557, 0.5340], [3.7766, -0.8466, 1.4550], [3.6835, 0.4561, -2.0327], [-2.6051, 1.7500, -1.8668], [-4.3576, 1.6725, -1.5482], [-4.6748, 0.7767, -0.3751], [-4.3387, -0.9376, -0.7315], [-4.8482, 1.3336, -2.4573], [-4.6895, 2.6877, -1.3375], [-5.7329, 0.8511, -0.1300], [-4.0987, 1.0550, 0.5048]], "mulliken_charge": [-1.0502, -0.5045, 0.0101, -0.3919, 0.1813, 0.3509, -0.8054, -0.4662, 0.3669, 0.1387, 0.3668, 0.3155, 0.3810, 0.4223, -0.2818, 0.3283, 0.1743, 0.1744, 0.2825, 0.3371, 0.3019, 0.3451, -0.1719, -0.4197, -0.5149, -0.1827, 0.3336, 0.3052, 0.3680, 0.3055], "gap_ev": 8.8, "charge": 1, "energy_ev": -45055.561, "lumo_energy_ev": -4.6633}



{"formula": "C6H18BeN2O12", "method": "ωB97M-V/def2-TZVPD", "elements": ["Be", "N", "O", "O", "O", "N", "O", "O", "O", "C", "C", "O", "O", "H", "H", "H", "H", "H", "H", "C", "C", "O", "O", "H", "H", "H", "H", "H", "H", "C", "C", "O", "O", "H", "H", "H", "H", "H", "H"], "positions_angstrom": [[0.1071, 0.0255, -0.1194], [-3.2340, 1.2474, -1.1418], [-4.2310, 0.6118, -0.8235], [-2.1596, 0.7034, -0.9958], [-3.2780, 2.3890, -1.6290], [1.2876, 0.2746, -3.6032], [0.6796, -0.3828, -4.4493], [1.1109, 0.2245, -2.3964], [2.2084, 0.8528, -4.0638], [1.2352, 3.1559, 0.5207], [2.4940, 2.2354, 0.6058], [2.0734, 1.0386, 1.2279], [0.4370, 2.6489, -0.5022], [1.4759, 4.2015, 0.3286], [0.5669, 3.0669, 1.3772], [3.0716, 2.7125, 1.3976], [3.0006, 2.1486, -0.3555], [2.2957, 1.1319, 2.1572], [-0.0527, 3.3821, -0.8821], [0.2496, -3.2153, -0.7969], [1.7651, -2.8365, -1.1133], [2.0613, -1.6874, -0.2231], [-0.5979, -2.1746, -1.1891], [0.0280, -3.4858, 0.2355], [0.0556, -4.0956, -1.4098], [1.8795, -2.3611, -2.0875], [2.4345, -3.6967, -1.1114], [2.8001, -1.1567, -0.5298], [-1.1560, -2.4735, -1.9108], [-2.1849, 0.3046, 2.5243], [-2.0434, -1.2771, 2.4402], [-1.1782, -1.6251, 1.4028], [-0.9350, 0.9715, 2.2162], [-2.4092, 0.5180, 3.5694], [-3.0343, 0.6628, 1.9428], [-2.9977, -1.7754, 2.2694], [-1.5560, -1.6023, 3.3592], [-1.4058, -2.5451, 1.2498], [-0.8640, 1.8829, 2.5092]], "mulliken_charge": [0.4250, 0.8269, -0.6617, -0.4919, -0.6709, 0.7970, -0.6632, -0.6009, -0.6607, -0.2782, -0.4569, -0.3353, -0.3128, 0.4937, -0.0282, 0.4153, 0.2544, 0.2295, 0.2187, -0.3951, -0.4641, -0.3642, -0.1240, 0.1597, 0.4705, 0.2030, 0.3968, 0.2638, 0.1863, -0.5796, -0.5089, -0.2213, -0.3024, 0.4129, 0.2845, 0.3775, 0.3132, 0.1755, 0.2161], "gap_ev": [4.9, 6.7], "charge": -1, "spin_multiplicity": 2, "relative_energy_kj_mol": 0.00, "energy_ev": -34454.103, "lumo_energy_ev": [2.4471, 2.2558]}